[1]
Formula: C2H3ClO2
Source: the Open Molecules 2025 dataset
Level of theory: ωB97M-V/def2-TZVPD

The HOMO energy comes out at -0.3037 hartree. The value obtained for the largest force on an atom is 5.5 eV/A. The calculation puts the energy above the lowest of the compared OMol25 structures with the same formula, charge and spin at 102.5 kcal per mole. For the orbital gap, the calculation gives 7.9 eV.

```
! RIJCOSX wB97M-V def2-TZVPD def2/J DEFGRID3
* xyz 0 1
C 0.122 0.706 0.078
C -1.080 0.012 -0.070
O 0.844 1.561 0.336
O 1.528 -0.983 -0.182
Cl 3.000 -0.326 -0.150
H -1.940 0.376 -0.702
H -0.782 -1.088 -0.194
H -1.693 -0.258 0.885
*
```

For reference, the Mulliken charges in units of e are: 0.847 -0.926 -0.215 -0.568 -0.083 0.318 0.338 0.289

***

[2]
Formula: C20H27N3O4
Source: the Open Molecules 2025 dataset
Level of theory: ωB97M-V/def2-TZVPD

The structure (SMILES) is CCCCCCC(=O)NNC(=O)c1c(O)c2ccccc2n(CCC)c1=O. The HOMO energy comes out at -0.3163 hartree. The value obtained for the largest force on an atom is 1.1 eV/A. The calculation puts the energy above the lowest of the compared OMol25 structures with the same formula, charge and spin at 19.3 kcal per mole. For the orbital gap, the calculation gives 8.6 eV.

```
! RIJCOSX wB97M-V def2-TZVPD def2/J DEFGRID3
* xyz 0 1
C 5.150 3.165 0.627
C 5.759 2.283 -0.457
C 4.817 1.148 -0.852
C 5.423 0.249 -1.928
C 4.467 -0.839 -2.421
C 4.185 -1.929 -1.369
C 2.701 -2.164 -1.160
O 2.124 -3.208 -1.373
N 2.070 -1.066 -0.680
N 0.703 -1.012 -0.471
C 0.138 0.158 -0.165
O 0.839 1.189 -0.069
C -1.315 0.174 0.056
C -1.912 1.377 0.388
O -1.233 2.501 0.514
H -0.267 2.277 0.322
C -3.331 1.422 0.613
C -3.949 2.632 0.955
C -5.302 2.691 1.176
C -6.057 1.527 1.057
C -5.470 0.328 0.724
C -4.089 0.239 0.489
N -3.463 -0.936 0.148
C -2.098 -1.033 -0.070
O -1.621 -2.129 -0.365
C -4.185 -2.192 -0.003
C -4.098 -3.065 1.252
C -4.790 -2.464 2.468
H -5.859 -2.355 2.294
H -4.378 -1.487 2.711
H -4.654 -3.113 3.329
H -4.545 -4.032 1.017
H -3.043 -3.233 1.474
H -5.219 -1.996 -0.280
H -3.701 -2.729 -0.824
H -6.098 -0.543 0.656
H -7.122 1.560 1.231
H -5.776 3.623 1.439
H -3.327 3.509 1.038
H 0.146 -1.868 -0.579
H 2.518 -0.166 -0.542
H 4.623 -1.648 -0.410
H 4.625 -2.879 -1.671
H 4.897 -1.305 -3.309
H 3.532 -0.368 -2.733
H 5.706 0.871 -2.781
H 6.335 -0.215 -1.545
H 3.884 1.582 -1.223
H 4.589 0.564 0.043
H 5.983 2.890 -1.337
H 6.702 1.862 -0.098
H 4.210 3.592 0.285
H 4.953 2.585 1.526
H 5.825 3.978 0.884
*
```

For reference, the Mulliken charges in units of e are: -1.289 -0.527 -0.312 -0.814 -0.775 -0.780 0.510 -0.656 -0.362 -0.298 0.817 -1.000 -0.477 0.568 -0.677 0.357 0.471 -0.676 -0.705 -0.788 -0.777 0.502 0.180 1.726 -0.868 -1.289 -0.260 -1.180 0.261 0.308 0.401 0.387 0.302 0.528 0.381 0.205 0.414 0.409 0.469 0.528 0.195 0.381 0.369 0.365 0.420 0.439 0.321 0.289 0.308 0.337 0.346 0.291 0.322 0.401